1.
ORCA calculation (ωB97M-V/def2-TZVPD) on one molecule with the formula C4H2N4 at a distorted geometry.

Calculated values
ΔE to the lowest compared entry with this formula, charge and spin, kcal per mole: 117.0
E_HOMO, Eh: -0.374
HOMO-LUMO gap, eV: 7.93
LUMO, eV: -2.2
E, hartree: -372.44533
Molecular weight, Da: 106.09

Geometry as XYZ:
```
10
Properties=species:S:1:pos:R:3:forces:R:3
N 3.2623 -1.1814 1.5425 -5.7 1.8 -8.6
C 2.5599 -0.9690 0.5027 4.6 -1.7 5.7
C 1.6194 -0.6140 -0.6701 -2.5 -0.2 5.1
N 0.3667 -0.6996 -0.0232 3.8 3.3 -3.0
N -0.6122 0.1556 -0.5959 -1.5 -2.4 -0.4
C -1.5213 0.5455 0.2461 3.7 -0.3 2.2
C -2.8713 0.8684 -0.1308 3.2 0.2 0.4
N -3.8103 1.2778 -0.6079 -2.4 0.6 -0.7
H 2.0148 -0.0881 -1.5881 -1.0 -0.5 1.1
H -1.0081 0.7048 1.3248 -2.4 -0.7 -1.8
```
Positions in Å, forces in eV/Å.

***

2.
ORCA calculation (ωB97M-V/def2-TZVPD) on C10H8OSi as an isolated structure at a distorted geometry.

Calculated values
ΔE to the lowest compared entry with this formula, charge and spin, kcal per mole: 0.0
E_HOMO, Eh: -0.336
HOMO-LUMO gap, eV: 9.52
LUMO, eV: 0.4
E, hartree: -750.44375
Molecular weight, Da: 172.26

Geometry as XYZ:
```
20
Properties=species:S:1:pos:R:3:forces:R:3
C -0.6681 -3.2083 1.9951 -0.8 4.0 -0.5
C -3.7423 -0.2751 -0.8292 -1.4 0.4 -1.4
C -1.1246 -2.0772 1.7593 1.1 -2.9 0.5
C -2.8118 -0.4324 -0.0804 -0.3 0.1 0.0
C 2.6304 1.1385 -1.5772 1.6 1.9 -0.2
C 1.3979 1.6296 -1.9014 -1.0 -2.8 2.7
C 2.8414 0.4066 -0.4299 1.7 -0.7 -0.1
C 0.3187 1.1631 -1.1109 0.2 0.6 -0.6
C 1.7654 -0.0252 0.3504 1.5 -0.5 0.2
C 0.5118 0.3633 -0.0116 -3.0 -0.7 1.6
O -2.0733 0.6316 2.4342 0.0 -0.9 -0.7
Si -1.5411 -0.3834 1.2065 2.4 1.2 -0.9
H 0.0160 -3.9573 2.2930 -0.1 -0.7 0.0
H -4.5866 -0.0906 -1.5493 1.5 -0.4 1.3
H 3.4814 1.6139 -2.1484 -0.7 -1.1 0.7
H 1.4044 2.1905 -2.7450 -1.0 1.9 -2.3
H 3.9377 0.1882 -0.2681 -1.5 -0.2 0.5
H -0.7051 1.3666 -1.2883 -0.8 0.7 -0.7
H 1.9385 -0.6956 1.1797 0.0 0.1 0.2
H -2.9909 0.4533 2.7215 0.7 0.2 -0.2
```
Positions in Å, forces in eV/Å.

***

3.
ORCA calculation (ωB97M-V/def2-TZVPD) on C5H8N2 as an isolated structure.

Calculated values
ΔE to the lowest compared entry with this formula, charge and spin, kcal per mole: 105.2
E_HOMO, Eh: -0.277
HOMO-LUMO gap, eV: 7.78
LUMO, eV: 0.2
E, hartree: -304.66780
Molecular weight, Da: 96.13

Geometry as XYZ:
```
15
Properties=species:S:1:pos:R:3:forces:R:3
C -0.2073 -2.6339 0.5378 0.0 -0.1 0.2
C 0.3182 -0.5651 0.0782 0.1 -0.1 -0.1
C -0.6791 0.3850 0.2565 0.0 0.0 0.1
C -0.0079 1.4742 -0.3487 0.1 -0.1 -0.1
N -0.4165 2.8200 -0.3475 0.0 0.1 0.1
C 1.1733 0.9748 -0.9302 0.0 0.3 -0.1
N 1.3071 -0.3733 -0.7283 -0.2 -0.2 0.3
H 0.3762 -2.4059 1.4247 -0.1 0.0 -0.1
H -1.2665 -2.7360 0.7774 0.2 0.0 0.0
H 0.2013 -3.5152 0.0375 0.0 0.1 0.0
H -1.5673 0.3669 0.8698 0.1 0.0 -0.1
H 0.3383 3.4541 -0.1171 -0.1 -0.1 0.0
H -1.1942 2.9894 0.2767 0.1 0.0 -0.1
H 1.9490 1.5303 -1.4444 -0.1 -0.1 0.1
H -0.1951 -1.8868 -0.3251 -0.1 0.0 -0.1
```
Positions in Å, forces in eV/Å.

***

4.
ORCA calculation (ωB97M-V/def2-TZVPD) on C5H14FN2 as an isolated structure at a distorted geometry.

Calculated values
ΔE to the lowest compared entry with this formula, charge and spin, kcal per mole: 18.4
E_HOMO, Eh: -0.470
HOMO-LUMO gap, eV: 9.15
LUMO, eV: -3.6
E, hartree: -407.97043
Molecular weight, Da: 121.18
Charge: +1

Geometry as XYZ:
```
22
Properties=species:S:1:pos:R:3:forces:R:3
C -1.6010 -1.7384 1.1331 -2.0 0.2 -1.6
C 0.1337 -1.9696 -1.3466 2.0 1.7 -1.5
C -0.1569 -1.4677 1.0586 0.7 1.5 1.0
C 0.6202 -1.5565 -0.0223 1.1 0.8 2.0
C 2.2881 2.0074 0.6718 0.8 1.9 -0.9
N 1.2920 1.5455 0.0489 0.4 -0.1 0.9
N -1.0978 2.2512 -0.7809 1.0 -0.6 -1.5
F 2.2990 3.3493 0.8010 0.5 -1.5 0.2
H -2.0546 -2.1187 0.1014 0.8 1.0 2.2
H -2.0613 -0.7199 1.4331 0.1 -1.9 -0.3
H -1.8616 -2.5337 1.8516 0.1 0.6 0.0
H 0.2021 -3.0145 -1.5209 0.5 -1.0 -0.4
H -0.9057 -1.7562 -1.3313 -0.9 0.4 -0.7
H 0.7329 -1.3547 -2.1634 -1.5 -1.5 1.4
H 0.2098 -0.8760 1.9683 -0.1 -1.3 -1.1
H 1.6531 -1.1654 0.1947 -0.7 -0.9 -0.8
H 3.2812 1.5016 0.9642 -1.9 0.7 -0.1
H 0.1772 2.0336 -0.4234 -0.5 -0.1 0.5
H 1.2660 0.5381 0.1255 -0.2 -0.7 -0.5
H -1.1375 2.7228 -1.6887 0.2 -0.6 -0.3
H -1.5933 2.9105 -0.2566 -0.8 1.1 1.8
H -1.6854 1.4113 -0.8180 0.4 0.2 -0.1
```
Positions in Å, forces in eV/Å.

***

5.
ORCA calculation (ωB97M-V/def2-TZVPD) on C41H53CdClF3N15O8 as an isolated structure.

Calculated values
ΔE to the lowest compared entry with this formula, charge and spin, kcal per mole: 2.7
E_HOMO, Eh: -0.271
HOMO-LUMO gap, eV: 7.21
LUMO, eV: -0.2
E, hartree: -3944.89567
Molecular weight, Da: 1088.83

Geometry as XYZ:
```
122
Properties=species:S:1:pos:R:3:forces:R:3
Cd 0.3826 -0.5956 0.7826 -0.3 -0.4 -0.2
C 0.4259 7.5669 1.5247 0.0 0.0 0.0
O 1.3907 6.5330 1.5809 0.0 0.0 0.0
C 1.5593 5.8990 2.7720 0.0 0.0 0.0
C 0.8075 6.1556 3.9106 0.0 0.0 0.0
C 1.0657 5.4395 5.0755 -0.1 0.0 0.0
C 2.0248 4.4462 5.1048 0.0 -0.1 0.0
C 2.8065 4.2238 3.9668 0.0 -0.1 0.1
C 2.5773 4.9438 2.8154 0.0 0.0 0.0
N 2.2488 3.7923 6.3686 0.1 0.0 -0.1
N 2.4302 2.5676 6.4602 -0.3 0.0 0.1
C 2.2595 1.6888 5.3410 0.1 0.0 -0.1
C 3.2779 0.8094 5.0834 0.1 0.0 0.0
C 3.2772 -0.0274 3.9606 0.0 0.0 0.1
C 2.2243 -0.0343 3.0555 0.0 0.0 0.0
O 2.2166 -0.7771 1.9929 0.0 0.1 0.1
C 1.0886 0.8139 3.3862 0.0 -0.1 -0.1
N 0.0068 0.7569 2.5630 0.2 0.2 0.2
C -1.0774 1.4324 2.8523 0.0 -0.1 -0.1
C -1.1883 2.2138 4.0111 0.0 0.0 0.0
C -0.1106 2.3097 4.8437 0.0 0.1 0.0
C 1.0921 1.6361 4.5325 0.0 0.1 0.1
H 0.4721 7.9727 0.5184 0.0 0.0 0.0
H 0.6499 8.3584 2.2439 0.0 0.0 0.0
H -0.5803 7.1832 1.7140 0.0 0.0 0.0
H 0.0348 6.9099 3.9141 0.0 0.0 0.0
H 0.4986 5.6461 5.9753 0.0 0.0 0.0
H 3.5968 3.4859 3.9888 0.0 0.0 0.0
H 3.1766 4.7827 1.9286 0.0 0.0 0.0
H 4.1300 0.8134 5.7539 0.0 0.0 0.0
H 4.1184 -0.6811 3.7677 0.0 0.0 0.0
H -1.9103 1.3314 2.1637 0.0 0.0 0.0
H -2.1177 2.7189 4.2355 0.0 0.0 0.0
H -0.1787 2.8830 5.7586 0.0 0.0 0.0
N -0.1114 -2.2375 3.5251 -0.1 -0.3 -0.2
N -1.4130 -2.7626 3.6386 0.1 -0.1 0.2
C -2.2890 -2.5280 2.6428 -0.1 0.2 0.0
N -3.4062 -3.2550 2.6142 0.0 0.0 -0.1
N -1.9604 -1.5258 1.8217 0.0 0.1 0.0
N -2.7789 -1.1855 0.8162 0.0 0.2 -0.1
O -3.8949 -1.6642 0.6305 0.0 -0.1 0.0
O -2.3184 -0.3065 0.0816 0.0 0.0 0.0
H 0.4109 -2.8353 2.8831 0.0 0.0 0.1
H 0.3176 -2.2354 4.4407 0.0 0.1 0.0
H -1.5115 -3.6595 4.0962 0.0 0.0 -0.1
H -3.4741 -4.1002 3.1525 0.0 0.0 0.0
H -4.0387 -3.0837 1.8448 0.0 0.0 0.1
O 2.2825 -1.2748 -0.7261 0.0 0.1 0.0
H 2.8249 -1.2685 0.0794 0.0 0.0 0.0
H 1.9482 -2.1828 -0.7736 0.0 0.0 0.1
F -0.7823 -5.8985 -0.7159 0.0 -0.1 0.0
C -0.8471 -4.6214 -1.0966 0.0 0.0 0.0
F -2.1050 -4.3767 -1.5072 0.0 0.0 0.0
F -0.0375 -4.4789 -2.1576 0.0 0.0 0.0
C -0.4767 -3.6474 0.0533 0.1 0.1 0.2
O -0.5527 -4.0856 1.1984 0.0 0.1 0.1
O -0.1699 -2.4904 -0.3480 0.0 0.0 -0.1
C 3.4847 -3.8158 2.1092 0.0 0.0 0.0
N 4.4704 -4.8571 2.4121 0.0 0.0 0.0
C 5.5773 -4.7260 1.4581 0.0 0.0 0.0
N 5.1326 -4.8436 0.0653 0.0 0.0 0.0
C 4.1294 -3.8055 -0.1753 0.1 0.0 0.1
N 2.9786 -3.9105 0.7360 0.0 -0.1 -0.2
C 2.3867 -5.2476 0.5575 0.1 0.0 0.0
N 3.3506 -6.3211 0.8163 0.0 0.0 0.0
C 3.8396 -6.1631 2.1884 0.0 0.0 0.0
C 4.4846 -6.1491 -0.0954 0.0 0.0 0.0
H 3.9347 -2.8323 2.2512 0.0 0.0 0.0
H 2.6439 -3.9120 2.8008 0.0 0.0 0.0
H 6.3102 -5.5091 1.6607 0.0 0.0 0.0
H 6.0546 -3.7544 1.5985 0.0 0.0 0.0
H 3.7769 -3.8783 -1.2064 0.0 0.0 0.0
H 4.6009 -2.8299 -0.0356 0.0 0.0 0.0
H 2.0218 -5.3392 -0.4683 0.0 0.0 0.0
H 1.5405 -5.3537 1.2355 0.0 0.0 0.0
H 4.5683 -6.9482 2.3993 0.0 0.0 0.0
H 2.9989 -6.2722 2.8767 0.0 0.0 0.0
H 4.1291 -6.2443 -1.1230 0.0 0.0 0.0
H 5.2186 -6.9342 0.0959 0.0 0.0 0.0
C -4.5030 3.3005 -5.7339 0.0 0.0 0.1
C -3.8346 3.6155 -4.3861 0.0 0.0 0.0
C -4.9258 3.9894 -3.3761 0.0 0.0 0.0
C -2.9356 4.8447 -4.6058 0.0 0.0 0.0
C -2.9697 2.3799 -3.9180 0.0 0.0 0.1
O -1.9572 2.2681 -4.8965 0.0 0.0 0.0
C -3.8351 1.1124 -3.8513 0.0 0.0 -0.1
C -3.2013 -0.2099 -3.4024 0.0 0.0 0.0
C -2.2848 -0.8821 -4.4031 -0.1 0.0 0.0
C -2.6225 -0.9814 -5.7515 0.0 0.0 0.0
C -1.7941 -1.6241 -6.6580 0.0 0.0 0.0
C -0.6100 -2.1862 -6.2104 0.0 0.0 0.0
Cl 0.4444 -2.9834 -7.3439 0.0 0.0 0.0
C -0.2616 -2.1300 -4.8737 0.0 0.0 0.1
C -1.1040 -1.4821 -3.9817 0.0 -0.1 0.0
C -2.3982 2.7133 -2.5129 0.0 0.0 -0.1
N -1.1870 2.0058 -2.0758 -0.1 0.0 -0.1
C -0.7580 1.9307 -0.8236 0.1 0.1 0.1
N 0.3648 1.2297 -0.7557 -0.2 -0.3 -0.2
C 0.5763 0.8814 -2.0589 0.0 0.1 0.0
N -0.3316 1.3383 -2.8862 0.0 0.1 0.1
H -4.9170 4.2188 -6.1540 0.0 0.0 0.0
H -5.3269 2.5942 -5.6299 0.0 0.0 0.0
H -3.7790 2.8964 -6.4413 0.0 0.0 0.0
H -5.4548 4.8726 -3.7403 0.0 0.0 0.0
H -4.5193 4.2438 -2.3945 0.0 0.0 0.0
H -5.6661 3.1991 -3.2488 0.0 0.0 0.0
H -3.5198 5.6261 -5.0951 0.0 0.0 0.0
H -2.0871 4.6000 -5.2414 0.0 0.0 0.0
H -2.5604 5.2739 -3.6751 0.0 0.0 0.0
H -1.3154 1.5976 -4.6204 0.0 0.0 0.1
H -4.2559 0.9608 -4.8432 -0.1 0.0 0.0
H -4.6742 1.3155 -3.1830 0.0 0.0 0.0
H -4.0384 -0.8887 -3.2110 0.0 0.0 0.1
H -2.6867 -0.1123 -2.4443 0.0 0.0 0.0
H -3.5477 -0.5496 -6.1139 0.0 0.0 0.0
H -2.0635 -1.6924 -7.7033 0.0 0.0 0.0
H 0.6542 -2.5923 -4.5309 0.0 0.0 0.0
H -0.8421 -1.4668 -2.9302 0.0 0.0 0.0
H -3.1578 2.4696 -1.7703 0.0 0.1 0.0
H -2.1848 3.7762 -2.4487 0.1 0.0 0.0
H -1.2646 2.3978 0.0053 0.0 -0.1 0.0
H 1.4104 0.2817 -2.3789 0.0 0.0 0.0
```
Positions in Å, forces in eV/Å.

***

6.
ORCA calculation (ωB97M-V/def2-TZVPD) on a 2-piece molecular cluster, C17H25N3O3 overall at a distorted geometry.

Calculated values
ΔE to the lowest compared entry with this formula, charge and spin, kcal per mole: 0.0
E_HOMO, Eh: -0.478
HOMO-LUMO gap, eV: 5.30
LUMO, eV: -7.7
E, hartree: -1052.19462
Molecular weight, Da: 319.40
Charge: +2

Geometry as XYZ:
```
48
Properties=species:S:1:pos:R:3:forces:R:3
C 4.4451 1.0462 -3.4319 -0.6 0.4 0.1
O 3.1631 1.1870 -4.0414 -0.2 -0.1 0.2
C 2.8737 0.2831 -5.0836 0.0 -0.3 -0.4
C 1.9791 -0.8746 -4.6602 0.5 -0.3 0.3
N 2.6718 -1.8172 -3.7637 -0.6 0.1 0.0
C 0.6593 -0.4743 -3.9995 0.1 0.1 -0.7
C 0.3410 0.9911 -3.8974 0.8 -0.9 -1.5
O -0.0967 1.4137 -2.9002 -1.4 1.3 3.3
O 0.5352 1.8025 -4.9572 0.5 -0.3 -0.6
H 4.3179 1.2342 -2.3759 0.0 0.1 0.4
H 5.1072 1.7997 -3.8369 0.4 0.0 -0.2
H 4.8453 0.0488 -3.5324 0.2 -0.3 -0.3
H 3.7824 -0.1400 -5.4991 0.4 -0.1 0.0
H 2.3990 0.8155 -5.8953 -0.1 0.2 -0.2
H 1.7667 -1.4414 -5.5562 -0.1 0.0 -0.4
H 2.6785 -1.4591 -2.8174 0.3 0.1 0.0
H 3.6173 -1.9477 -4.0913 0.2 -0.2 0.2
H 0.6409 -0.8460 -2.9895 0.0 0.0 0.5
H -0.1802 -0.9532 -4.4869 -0.2 -0.1 -0.4
H 1.2359 2.4170 -4.6900 -0.2 0.3 -0.1
C -2.6554 3.6822 6.0252 -0.1 -0.1 0.0
N -2.3470 2.5269 5.1446 0.1 0.1 0.1
C -3.2863 1.5868 4.9523 0.0 -0.1 0.0
C -3.0547 0.5205 4.1162 -0.1 -0.2 0.0
C -1.8353 0.4110 3.4520 -0.1 0.2 0.1
C -0.8755 1.3904 3.6877 0.1 -0.1 -0.2
C -1.1538 2.4366 4.5385 0.0 -0.1 0.0
C -1.5657 -0.6971 2.5015 0.1 -0.2 -0.2
C -1.2254 -0.4258 1.1812 0.0 0.3 0.1
C -0.9389 -1.4595 0.3184 0.0 0.0 -0.1
N -0.9792 -2.7327 0.7357 0.0 0.0 -0.1
C -1.3243 -3.0278 2.0001 0.0 0.0 0.1
C -1.6242 -2.0317 2.8989 -0.1 0.0 0.2
C -0.6249 -3.8365 -0.1925 0.0 0.0 0.1
H -2.9351 3.3038 7.0049 0.0 0.0 0.0
H -3.4749 4.2396 5.5784 0.0 0.0 0.1
H -1.7794 4.3159 6.1091 0.0 0.0 0.0
H -4.2247 1.7158 5.4736 0.0 0.1 0.0
H -3.8406 -0.2088 3.9725 0.0 0.0 0.0
H 0.0967 1.3475 3.2157 0.0 0.0 0.0
H -0.4328 3.2154 4.7403 -0.1 0.0 0.0
H -1.1843 0.5889 0.8066 0.0 0.0 0.0
H -0.6708 -1.2774 -0.7135 0.0 0.0 0.0
H -1.3430 -4.0740 2.2720 0.0 0.0 -0.1
H -1.8819 -2.3060 3.9131 0.0 0.0 0.0
H -1.4646 -4.5245 -0.2468 0.0 0.0 0.0
H 0.2590 -4.3359 0.1964 0.0 0.0 0.0
H -0.4156 -3.4286 -1.1759 0.0 0.0 0.0
```
Positions in Å, forces in eV/Å.